Below is a structure of composition C39H59BN12O3PS3Sc, with properties calculated with ωB97M-V/def2-TZVPD.

Structure (XYZ):
```
119
Properties=species:S:1:pos:R:3:forces:R:3
Sc 1.402115 1.667896 -1.037837 -0.231 0.424 -0.056
C -1.420022 -0.180464 -2.924480 0.121 0.518 0.757
C -0.018628 -0.643446 -3.053062 1.449 0.084 -0.997
C 0.423146 -1.826039 -3.705391 -0.471 0.330 1.165
C 1.785652 -1.883121 -3.472384 0.366 0.586 -0.341
C 2.711232 -3.028993 -3.730594 -0.390 -0.345 -0.229
N 2.170626 -0.690886 -2.939965 -0.956 -0.625 0.190
N 1.063420 0.054141 -2.634246 -0.727 -0.449 -0.038
B 3.546138 -0.118254 -2.609690 0.572 -0.726 -1.107
N 3.692008 1.361907 -3.026951 -0.131 -1.691 0.213
N 3.111759 2.320342 -2.304776 -1.316 0.462 0.247
C 3.655784 3.473869 -2.630372 1.739 0.336 -0.365
C 3.449803 4.732700 -1.840353 -0.619 -0.310 -0.981
C 4.705104 3.216629 -3.559631 -1.010 0.346 0.837
C 4.681683 1.858058 -3.751881 0.771 0.406 -1.533
C 5.513711 1.069675 -4.718150 0.180 -0.523 -0.227
N 3.831019 -0.215165 -1.135365 0.405 -0.543 1.279
N 3.103686 0.481007 -0.228529 -0.637 -0.093 -0.028
C 3.557062 0.226268 1.004630 1.103 -1.003 -1.768
C 2.993948 0.874930 2.195959 -1.229 0.189 1.410
C 4.655809 -0.661495 0.845383 0.821 -0.305 1.634
C 4.773246 -0.956402 -0.510000 0.290 1.139 0.104
C 5.810018 -1.748634 -1.257470 0.075 0.095 -0.813
H -1.987882 -0.755699 -3.639716 -0.547 0.055 -0.015
H -1.535724 0.908219 -3.076004 0.077 -0.622 -0.167
H -1.769003 -0.379072 -1.894182 -0.160 -0.053 -0.435
H -0.200661 -2.574567 -4.190128 0.243 0.186 0.315
H 2.131808 -3.901528 -4.103833 0.427 0.661 0.154
H 3.246185 -3.352235 -2.842958 -0.191 0.053 0.370
H 3.486321 -2.763542 -4.430516 0.206 0.061 -0.533
H 4.373992 -0.756839 -3.225093 -0.315 0.125 0.331
H 2.615874 4.615804 -1.164089 -0.373 0.009 0.150
H 3.232879 5.590001 -2.531976 0.718 -0.533 0.933
H 4.338999 4.754605 -1.213016 0.096 0.961 -0.119
H 5.395733 3.908116 -3.974524 0.274 0.435 -0.282
H 5.694393 1.588831 -5.660632 -0.173 0.314 0.213
H 5.066121 0.117218 -4.987479 -0.284 0.051 0.062
H 6.496500 0.798181 -4.338260 0.109 0.184 0.331
H 2.889884 1.956590 2.061497 -0.087 -0.258 -0.123
H 3.642760 0.743466 3.049337 0.458 -0.120 0.174
H 1.994278 0.479527 2.584049 1.152 0.350 -0.976
H 5.360975 -0.986740 1.671771 -1.138 0.299 -1.267
H 6.544751 -2.154915 -0.575533 0.166 0.065 0.195
H 6.337640 -1.221617 -2.104866 -0.588 -0.069 1.178
H 5.352710 -2.597152 -1.758997 -0.216 -0.228 0.068
O 1.460677 2.986130 0.393775 0.782 0.132 -0.249
C 0.749516 3.382650 1.421615 -1.048 -0.941 -0.293
C 0.843399 4.651515 1.942296 -0.425 0.221 -0.010
C -0.047897 5.118220 2.868881 -1.088 -0.257 1.130
C -1.102984 4.323785 3.351065 1.353 -0.506 -1.181
C -1.168240 3.012382 2.862904 -0.783 0.234 0.744
C -0.241746 2.520674 1.946650 -0.173 -0.007 0.576
C -0.280725 1.108097 1.564461 0.616 -0.346 0.696
N 0.121792 0.617858 0.413242 0.479 -0.859 -0.929
C 0.068368 -0.770435 0.487328 -0.953 0.396 0.631
C -0.445281 -1.107559 1.703676 0.684 0.859 -0.558
N -0.543267 0.070464 2.401341 -0.825 1.042 0.524
H 1.500134 5.329751 1.487763 1.161 0.741 -0.450
H 0.033929 6.117832 3.270102 0.122 0.198 -0.203
H -1.794527 4.756652 4.036195 -0.513 -0.106 0.360
H -2.005265 2.365327 3.167793 0.398 0.236 -0.103
H 0.289023 -1.406176 -0.343757 0.163 -0.146 -0.248
H -0.834162 -2.025392 2.043408 -0.072 -0.777 0.507
H -0.940059 0.240001 3.328329 0.023 -0.462 -0.637
C -3.829389 3.592763 -0.324825 -0.263 -0.502 0.097
C -2.566091 3.471176 -1.064931 -0.183 0.717 -0.687
C -2.085740 4.315993 -2.044083 -0.159 0.336 -0.927
C -0.844668 3.799211 -2.410696 0.249 0.978 -1.715
N -0.544741 2.722874 -1.728840 -0.464 -0.690 1.462
N -1.623849 2.567722 -0.877842 1.026 -0.956 -0.076
C 0.001864 4.216300 -3.582728 1.534 0.056 0.610
H -4.274806 2.626817 -0.049758 0.129 0.231 -0.062
H -4.528079 4.179359 -0.920504 -0.026 -0.065 0.112
H -3.569922 4.143005 0.564827 -0.289 0.219 0.606
H -2.627934 5.081238 -2.598850 0.206 -0.116 0.533
H -1.642003 1.754196 -0.285179 -0.295 -0.068 0.167
H -0.466706 3.973210 -4.508948 -0.555 -0.292 -0.668
H 0.990607 3.697107 -3.593688 -0.732 0.179 0.149
H 0.249002 5.282820 -3.642024 -0.321 -0.099 0.357
C 2.974387 -2.761564 2.916485 -0.656 -0.953 1.743
N 1.849430 -3.671002 2.721352 -0.191 -0.317 -0.837
C 0.887872 -4.010555 3.745830 -0.454 0.843 -0.056
C -0.081148 -4.903692 2.953484 -1.438 -1.360 1.765
N 0.214934 -4.672029 1.601045 0.697 0.410 -1.983
C 1.430309 -4.086088 1.485916 1.090 0.084 0.484
S 2.337666 -4.023324 0.098535 -0.051 0.264 -0.399
H 3.335152 -2.905026 4.004404 -0.343 0.242 -1.762
H 2.597477 -1.739542 2.794858 0.544 -0.054 -0.137
H 3.706737 -3.088591 2.183294 0.293 0.588 0.102
H 0.388784 -3.090089 4.120034 0.142 -0.419 -0.076
H 1.370726 -4.502194 4.597430 -0.172 -0.042 -0.165
H -1.156545 -4.692598 3.134082 0.653 -0.156 0.284
H 0.120149 -5.970950 3.166959 -0.246 0.352 0.302
H -0.040879 -5.323460 0.850990 0.111 0.520 0.683
C -6.948506 -2.785686 3.494696 -0.043 0.344 0.456
C -6.335560 -1.364982 3.324845 -0.711 -0.593 1.205
C -7.037432 -0.378030 4.257755 1.815 0.399 0.696
O -6.476061 -0.830892 2.013148 -0.232 0.028 0.060
P -5.243837 -0.586524 1.019167 0.528 -0.089 0.275
S -5.904304 0.204594 -0.622410 -0.044 0.024 -0.294
S -3.657828 0.364095 1.861912 -0.506 -0.355 -0.043
O -4.852426 -2.165329 0.897173 0.002 -0.020 -0.751
C -3.781310 -2.546285 0.004535 0.581 0.519 1.206
C -2.954189 -3.544185 0.823567 0.616 0.221 -0.525
C -4.274603 -3.144832 -1.281907 -0.347 1.277 0.757
H -6.688133 -3.224314 4.505056 -0.064 0.668 -1.009
H -6.546058 -3.457761 2.725395 -0.427 0.146 0.115
H -8.054971 -2.694156 3.492676 0.584 -0.336 -0.398
H -5.292044 -1.462171 3.588142 0.487 0.301 -0.036
H -8.059682 -0.257118 4.014982 -1.115 0.014 -0.369
H -6.541643 0.597428 4.189192 -0.149 -0.064 -0.268
H -6.943350 -0.627671 5.324341 -0.101 -0.401 -0.288
H -3.200181 -1.619202 -0.210615 -0.143 -0.606 0.111
H -3.442037 -4.520078 0.723684 0.162 0.009 0.343
H -2.923428 -3.218049 1.872024 -0.032 -0.165 -0.257
H -1.910037 -3.625004 0.441760 -0.693 0.010 0.158
H -4.777967 -4.067336 -1.116315 -0.729 -0.658 0.111
H -3.419261 -3.336061 -1.862171 1.181 -0.321 -1.057
H -4.877293 -2.386487 -1.764024 -0.391 -0.155 -0.322
```
Positions in Å, forces in eV/Å.

Summary:
* HOMO level: -0.24625 Ha
* frontier orbital gap: 6.9766 eV
* net charge: 0
* largest force on an atom: 2.7 eV/Å

=====

Below is a cluster of 2 separate species, Cl4N4 in total, with properties calculated with ωB97M-V/def2-TZVPD.

Structure (XYZ):
```
8
Properties=species:S:1:pos:R:3:forces:R:3
N -1.253299 -0.256801 1.091189 -1.743 0.216 -2.475
N -1.736852 -0.081338 0.072616 3.564 0.475 3.350
N 1.115449 0.671266 0.724505 0.658 -0.669 -0.778
N 1.687747 -0.142950 -0.136906 -0.553 1.793 1.051
Cl -3.347726 -0.688159 -0.510118 -2.366 -0.917 -0.829
Cl 0.682894 2.242337 0.179742 0.620 -0.884 -0.132
Cl 1.631165 -1.765515 0.557608 -0.052 0.371 -0.479
Cl 1.220625 0.021162 -1.978639 -0.128 -0.385 0.292
```
Positions in Å, forces in eV/Å.

Summary:
* HOMO level (alpha / beta): -0.33382 / -0.41112 Ha
* multiplicity: 3
* frontier orbital gap (alpha / beta): 7.9776 / 8.8715 eV
* net charge: 0
* expectation value of S²: 2.041
* largest force on an atom: 4.9 eV/Å

=====

Below is the molecule C26H27N3O5, with properties calculated with ωB97M-V/def2-TZVPD.

Structure (XYZ):
```
61
Properties=species:S:1:pos:R:3:forces:R:3
C 4.907698 3.050489 -0.423725 0.048 -0.109 -0.062
N 4.602026 1.756743 -0.992258 0.058 0.049 -0.005
C 5.195580 0.676768 -0.235996 0.015 0.082 -0.075
C 3.207837 1.560393 -1.308503 -0.217 -0.004 0.159
C 2.226048 1.586648 -0.111630 0.681 -0.103 -0.107
N 0.867798 1.374604 -0.546982 -0.127 0.026 -0.183
C 0.121120 2.570037 -0.923170 -0.470 -0.092 0.148
C -0.351476 3.318256 0.279718 0.775 0.619 -0.223
C 0.173910 4.383121 0.954373 -0.195 -0.456 -0.447
C -0.693694 4.626890 2.047025 -0.464 -0.317 0.148
C -1.674505 3.688970 1.956480 0.246 0.732 0.595
O -1.475057 2.896547 0.894382 -0.203 -0.491 -0.333
C 0.212346 0.192463 -0.600513 0.172 0.295 -0.064
O -0.976633 0.151541 -0.933491 -0.142 -0.122 0.071
C 0.881342 -1.061258 -0.256493 -0.777 -1.052 0.150
O 2.239533 -1.213980 -0.138411 0.352 0.153 -0.068
C 2.461235 -2.512892 0.158274 -0.574 -0.721 0.141
C 3.694831 -3.112450 0.365035 0.032 0.260 -0.057
C 3.697573 -4.460661 0.656629 0.025 0.112 -0.022
C 2.508533 -5.188646 0.740396 -0.039 -0.110 0.014
C 1.282510 -4.595674 0.538459 0.029 -0.109 0.025
C 1.250986 -3.232081 0.242750 0.503 0.209 -0.025
C 0.230298 -2.265303 -0.039516 0.487 0.777 -0.100
N -1.139950 -2.363576 -0.097458 -0.190 0.659 -0.257
C -1.985737 -3.361382 0.237890 -0.335 0.164 0.038
O -1.693573 -4.490792 0.562192 -0.070 -0.156 0.035
C -3.450006 -2.913052 0.134045 -0.125 -0.413 0.055
O -3.509679 -1.512770 0.231254 -0.045 0.097 -0.015
C -4.658962 -0.851550 -0.094513 -0.149 0.240 -0.072
C -4.541256 0.535980 -0.177710 0.111 -0.184 0.045
C -5.645089 1.303310 -0.484091 0.035 -0.025 0.019
C -6.874187 0.702307 -0.713738 -0.181 -0.005 -0.039
C -6.986922 -0.672610 -0.633599 -0.074 0.129 -0.034
C -5.886678 -1.457119 -0.324083 0.281 -0.258 0.083
H 5.988136 3.192776 -0.447938 0.028 0.100 0.057
H 4.572569 3.162832 0.618487 -0.006 0.046 0.034
H 4.444719 3.828404 -1.028689 -0.011 0.103 -0.005
H 6.279783 0.787859 -0.264778 0.047 -0.069 0.071
H 4.928412 -0.268978 -0.702065 0.026 -0.104 0.011
H 4.880891 0.653768 0.817882 -0.003 -0.049 0.056
H 2.919005 2.339458 -2.020878 -0.076 -0.055 -0.037
H 3.112502 0.593801 -1.808841 -0.084 0.049 -0.025
H 2.508278 0.823037 0.611772 -0.029 0.216 0.027
H 2.264047 2.561513 0.381734 -0.021 -0.111 0.073
H 0.759075 3.211744 -1.533923 -0.062 -0.011 0.062
H -0.744155 2.236043 -1.501770 0.201 0.179 -0.034
H 1.055228 4.936462 0.699200 0.201 0.060 -0.135
H -0.596005 5.391780 2.789526 -0.058 0.130 0.193
H -2.537225 3.491895 2.561270 -0.145 -0.111 0.016
H 4.606842 -2.540631 0.300882 0.107 0.051 -0.005
H 4.638446 -4.962891 0.824035 0.088 -0.024 0.012
H 2.556304 -6.242246 0.970238 -0.012 -0.090 0.020
H 0.363099 -5.152800 0.608911 -0.014 -0.014 -0.002
H -1.565989 -1.461893 -0.361557 0.105 -0.357 0.094
H -3.841786 -3.266060 -0.831152 0.035 0.052 0.102
H -4.014750 -3.404513 0.937278 0.137 0.056 -0.121
H -3.571121 0.976012 -0.008525 0.153 0.079 0.018
H -5.547836 2.377015 -0.548819 0.029 0.085 -0.005
H -7.737364 1.304129 -0.954985 -0.068 0.044 -0.019
H -7.940055 -1.149096 -0.811042 -0.064 -0.036 -0.010
H -5.998862 -2.528664 -0.259290 0.019 -0.094 0.016
```
Positions in Å, forces in eV/Å.

Summary:
* HOMO level: -0.29873 Ha
* SMILES string: CN(C)CCN(Cc1ccco1)C(=O)c1oc2ccccc2c1NC(=O)COc1ccccc1
* frontier orbital gap: 8.3864 eV
* net charge: 0
* largest force on an atom: 1.3 eV/Å

=====

Below is a cluster of 2 separate species, H4O2 in total, with properties calculated with ωB97M-V/def2-TZVPD.

Structure (XYZ):
```
6
Properties=species:S:1:pos:R:3:forces:R:3
O 1.471241 0.062880 -0.852939 -1.852 0.961 0.017
H 0.574949 0.501737 -0.755742 1.343 -0.803 -0.475
H 1.686888 -0.068552 0.065898 0.469 -0.204 0.470
O -1.460387 -0.107373 0.654312 -0.705 2.249 0.233
H -0.891582 -0.764339 1.018554 0.640 -0.621 0.632
H -1.457095 0.687100 1.260307 0.104 -1.582 -0.878
```
Positions in Å, forces in eV/Å.

Summary:
* HOMO level: -0.41940 Ha
* SMILES string: O.O
* frontier orbital gap: 11.9615 eV
* net charge: 0
* largest force on an atom: 2.4 eV/Å

=====

Below is a cluster of 8 separate species, C8H35BO10P2 in total, with properties calculated with ωB97M-V/def2-TZVPD.

Structure (XYZ):
```
56
Properties=species:S:1:pos:R:3:forces:R:3
O 4.034269 -0.943861 2.904932 -0.181 -0.089 -0.425
P 3.254202 -0.968502 1.631257 0.706 0.317 1.058
P 2.233057 0.946840 1.340172 -0.323 0.356 0.372
C 0.546801 0.501842 0.713255 0.003 -0.262 -0.172
B -0.162692 -0.692064 1.454822 -0.005 -0.176 0.220
O -0.470747 -0.546294 2.794599 0.050 0.490 -0.601
O -0.572414 -1.863438 0.802627 0.078 0.718 0.045
H 4.079320 -1.254903 0.523550 -0.361 -0.187 -0.227
H 2.233971 -1.943535 1.669387 -0.023 -0.024 -0.475
H 2.851975 1.383106 0.149443 0.056 -0.252 -0.124
H -0.059436 1.395357 0.902458 0.103 -0.044 -0.061
H 0.560409 0.313060 -0.360714 0.052 0.040 0.103
H -1.263773 -1.025149 3.035935 -0.092 -0.562 0.270
H 0.106290 -2.556560 0.770624 -0.006 -0.477 0.141
C -0.624196 3.468749 -2.017380 0.121 0.027 0.103
O 0.470544 3.165285 -1.154468 -0.089 -0.002 -0.041
H -1.363580 3.991418 -1.415965 -0.007 0.010 0.000
H -0.325317 4.123932 -2.835979 -0.041 0.021 -0.007
H -1.084291 2.563408 -2.419948 -0.037 -0.054 -0.013
H 1.144974 2.720246 -1.672597 0.071 -0.017 -0.036
C 1.833532 -4.680359 2.305013 -0.027 -0.015 -0.012
O 1.013578 -4.217303 1.238009 0.035 0.112 0.178
H 1.782482 -3.946280 3.106378 0.003 0.016 -0.008
H 1.478209 -5.638843 2.689327 -0.005 0.001 0.014
H 2.875989 -4.784623 1.994008 0.004 0.025 0.016
H 1.044199 -4.841504 0.505274 -0.107 0.150 -0.221
C -3.991632 -1.748146 -0.238218 0.050 0.081 0.082
O -3.327104 -1.037758 0.792065 -0.091 0.003 0.067
H -4.932520 -1.235755 -0.427097 -0.011 -0.011 -0.023
H -3.407962 -1.755236 -1.164749 -0.011 -0.014 -0.023
H -4.209593 -2.779739 0.052753 -0.011 -0.012 -0.017
H -2.491328 -1.486125 0.959978 0.036 -0.158 -0.174
C 0.163886 1.884791 5.696175 -0.021 0.005 -0.058
O -0.758228 1.701820 4.635794 0.024 -0.071 0.101
H -0.115235 2.800436 6.214602 0.003 0.005 0.003
H 0.130950 1.059770 6.414914 0.011 0.006 0.007
H 1.188997 1.992254 5.329787 0.009 -0.004 0.014
H -0.521441 0.894078 4.163108 0.018 0.137 -0.119
C -0.826935 7.728684 -2.918312 -0.006 -0.065 -0.017
O -0.838296 6.530180 -3.685549 -0.015 0.061 0.037
H -1.657454 7.663476 -2.219730 -0.003 0.007 0.008
H 0.099372 7.836519 -2.348623 -0.004 0.004 0.011
H -0.967555 8.612448 -3.545728 -0.008 0.006 0.006
H -0.112281 6.570195 -4.311509 0.044 -0.001 -0.070
C -0.627131 -4.234842 -2.181503 0.035 0.104 -0.009
O 0.542469 -4.642988 -1.482415 0.005 -0.197 0.032
H -1.287096 -3.772609 -1.450051 -0.014 0.007 0.003
H -0.372729 -3.500441 -2.949845 -0.073 0.004 -0.015
H -1.147808 -5.076455 -2.643220 0.012 -0.023 0.029
H 1.144944 -5.050486 -2.108839 0.063 0.028 -0.062
C 0.474630 -0.416946 -3.517542 0.066 -0.089 0.034
O 0.941277 -1.118531 -2.374142 -0.005 0.020 -0.070
H 1.352347 -0.104675 -4.079466 -0.005 0.003 -0.011
H -0.141725 -1.050716 -4.161806 -0.003 0.011 -0.016
H -0.100201 0.468787 -3.242935 -0.055 0.087 0.010
H 0.178027 -1.402013 -1.861914 -0.017 -0.051 0.145
```
Positions in Å, forces in eV/Å.

Summary:
* HOMO level: -0.33464 Ha
* SMILES string: O=[PH2]PCB(O)O.CO.CO.CO.CO.CO.CO.CO
* frontier orbital gap: 9.3878 eV
* net charge: 0
* largest force on an atom: 1.3 eV/Å

=====

- Among the records above, which one has the highest largest force on an atom?
  Cl4N4